Here is a molecular structure, C34H30N3O4PRuS at a distorted geometry from the Open Molecules 2025 dataset. Energies are from ωB97M-V/def2-TZVPD.

Results
Energy above the lowest of the compared OMol25 structures with the same formula, charge and spin = 2.622 eV
LUMO (alpha / beta) = -3.532 / -3.483 eV
Kohn-Sham gap (alpha / beta) = 7.541 / 7.447 eV
Molar mass = 708.7 g mol⁻¹
DFT total energy = -71105.3468 eV
Strongest force on any atom = 2.57 eV Å⁻¹
Expectation value of S² = 0.762
Multiplicity = 2
Charge = +1

XYZ file:
```
74
Properties=species:S:1:pos:R:3:forces:R:3:lowdin_spin:R:1
Ru -0.5019 0.2036 0.2044 1.714 -1.838 0.521 0.963
O -0.6530 -0.2549 2.3433 -0.875 0.364 0.002 0.000
S -1.1414 -1.6887 2.2794 0.443 -0.165 -0.225 0.005
O -2.4143 -1.9125 2.8887 0.014 0.035 0.264 0.005
O -1.0104 -2.1469 0.8810 -0.476 -0.091 0.103 0.054
C 0.1758 -2.5684 3.0213 -0.096 0.179 -0.070 0.000
C 0.0295 -3.5009 4.0224 0.035 -0.100 0.139 0.001
C 1.1468 -4.2357 4.4101 -0.081 0.036 0.004 0.000
C 2.3632 -4.0298 3.7824 0.039 0.064 -0.087 0.001
C 2.4878 -3.0816 2.7694 0.030 -0.043 0.112 -0.001
C 1.3874 -2.3339 2.3798 0.225 -0.092 -0.045 -0.003
P 1.6214 -1.0680 1.0589 -0.423 0.069 0.262 -0.020
C 2.4629 -2.0227 -0.2304 -0.012 -0.032 -0.074 -0.002
C 3.8326 -1.9824 -0.4818 0.006 -0.051 0.074 -0.001
C 4.3809 -2.7845 -1.4732 -0.006 -0.024 -0.014 0.000
C 3.5698 -3.6328 -2.2110 0.015 0.003 -0.001 0.000
C 2.2056 -3.6876 -1.9538 0.024 -0.021 -0.022 0.000
C 1.6518 -2.8858 -0.9725 -0.023 0.034 -0.030 -0.001
C 2.8283 0.0142 1.8680 0.005 0.186 -0.140 -0.002
C 2.7462 0.1993 3.2493 -0.036 0.029 0.018 -0.001
C 3.5798 1.1054 3.8854 -0.025 -0.012 0.011 0.000
C 4.5107 1.8286 3.1550 0.028 0.029 -0.023 -0.001
C 4.6011 1.6518 1.7817 0.014 0.007 0.048 0.000
C 3.7562 0.7627 1.1391 0.009 -0.070 0.039 -0.001
H -0.9381 -3.6577 4.4801 -0.010 0.016 -0.013 0.000
H 1.0610 -4.9752 5.1944 -0.017 0.001 0.002 0.000
H 3.2278 -4.6109 4.0733 -0.001 -0.001 0.008 0.000
H 3.4492 -2.9320 2.2931 -0.006 -0.002 -0.011 0.000
H 4.4855 -1.3533 0.1048 0.007 -0.004 0.010 0.000
H 5.4462 -2.7508 -1.6587 0.004 0.000 -0.002 0.000
H 4.0008 -4.2578 -2.9820 0.000 -0.002 -0.001 0.000
H 1.5723 -4.3571 -2.5201 -0.004 0.003 -0.003 0.000
H 0.5870 -2.9255 -0.7816 0.002 0.003 0.029 0.000
H 2.0284 -0.3598 3.8346 -0.023 0.013 -0.008 0.000
H 3.4997 1.2440 4.9552 0.006 -0.005 0.004 0.000
H 5.1632 2.5325 3.6546 0.009 -0.011 0.004 0.000
H 5.3259 2.2106 1.2044 -0.013 0.016 -0.003 0.000
H 3.8265 0.6656 0.0654 0.018 -0.025 -0.031 0.000
N -2.8154 -0.3633 0.2790 -0.151 -0.093 -0.183 -0.001
C -3.6839 0.5401 -0.4045 -0.019 0.066 0.023 0.000
C -5.0472 0.4742 -0.3454 0.076 -0.016 -0.065 0.000
C -5.8384 1.3543 -1.1119 -0.030 0.002 -0.002 -0.001
C -5.2522 2.2705 -1.9345 -0.007 -0.006 -0.019 0.000
C -3.8435 2.3887 -1.9800 0.019 0.022 0.026 0.000
C -3.1833 3.3575 -2.7661 0.008 -0.031 0.015 0.003
C -1.8291 3.4738 -2.6724 0.001 0.011 -0.003 0.000
C -1.1299 2.6349 -1.7890 0.039 -0.060 -0.001 0.006
N -1.6919 1.6836 -1.0701 -0.388 0.171 -0.027 0.008
C -3.0517 1.5385 -1.1814 -0.063 0.051 0.255 0.002
H -3.2275 -0.7261 1.1362 -0.029 0.152 0.047 0.000
H -2.6503 -1.1847 -0.3001 -0.064 -0.035 0.062 0.000
H -5.5202 -0.2759 0.2760 -0.001 -0.009 0.000 0.000
H -6.9155 1.2809 -1.0554 -0.002 0.003 -0.006 0.000
H -5.8508 2.9328 -2.5462 -0.007 -0.002 -0.001 0.000
H -3.7614 3.9974 -3.4207 0.002 0.025 0.015 0.000
H -1.2758 4.2051 -3.2436 -0.010 0.013 0.005 0.000
H -0.0659 2.7787 -1.6791 0.018 -0.050 -0.055 0.001
O 0.3882 -0.3383 -1.7240 -0.181 0.105 0.280 -0.018
C 0.9516 0.4568 -0.9540 -0.087 1.528 -1.883 -0.015
C 1.4388 2.9997 0.5845 0.010 0.046 -0.013 0.010
C 2.1628 2.5624 -0.6455 -0.099 0.226 -0.064 0.001
C 3.1063 3.2135 -1.3640 -0.117 -0.036 0.091 0.001
C 3.4048 2.4410 -2.5377 -0.030 -0.143 -0.032 0.000
C 2.6258 1.3331 -2.5442 0.121 0.077 -0.096 0.000
C 2.5774 0.1999 -3.5073 0.038 -0.060 0.005 0.000
N 1.8333 1.3965 -1.3763 0.389 -0.347 0.749 -0.001
H 1.8930 3.9298 0.9241 -0.007 -0.013 0.028 0.001
H 1.4920 2.2852 1.4045 0.059 -0.095 0.021 0.002
H 0.3818 3.2082 0.3950 0.024 -0.016 0.007 0.004
H 3.5356 4.1656 -1.0971 0.009 0.001 0.012 0.000
H 4.1296 2.6850 -3.2971 -0.009 0.008 -0.019 0.000
H 3.1956 0.4596 -4.3650 0.014 -0.039 0.007 0.000
H 1.5668 -0.0087 -3.8508 -0.012 0.037 -0.033 0.000
H 2.9707 -0.7205 -3.0663 -0.035 0.011 0.008 0.000
```
Positions in Å, forces in eV/Å.

Here is a molecular structure, C34H31AuN6S at a distorted geometry from the Open Molecules 2025 dataset. Energies are from ωB97M-V/def2-TZVPD.

Results
LUMO = -0.093 eV
Kohn-Sham gap = 6.280 eV
Molar mass = 752.7 g mol⁻¹
DFT total energy = -59229.3785 eV
Strongest force on any atom = 1.09 eV Å⁻¹
Multiplicity = 1

XYZ file:
```
73
Properties=species:S:1:pos:R:3:forces:R:3:mulliken_charge:R:1
Au 1.2920 -0.6526 0.3574 0.477 -0.033 0.975 0.584
N 1.5088 -4.5951 -2.1156 -0.074 -0.261 0.144 -0.179
C 0.3027 -5.2897 -2.3647 0.154 0.092 -0.089 0.127
C 0.2659 -6.2636 -3.3482 0.096 -0.042 -0.064 -0.510
C -0.9007 -6.9769 -3.5932 -0.011 -0.022 -0.046 -0.596
C -2.0424 -6.7053 -2.8601 -0.007 0.059 0.080 -0.596
C -2.0113 -5.7073 -1.8895 -0.103 -0.007 0.004 -0.655
C -0.8450 -5.0039 -1.6361 -0.112 0.056 0.041 0.638
S -0.8231 -3.7451 -0.3897 0.051 -0.025 -0.013 -0.232
N 0.6378 -2.9586 -0.6684 -0.436 0.028 0.319 -0.166
C 1.5707 -3.4375 -1.3675 0.373 0.081 -0.372 0.749
C 2.8901 -2.7230 -1.3584 -0.119 -0.304 -0.064 0.203
C 4.0592 -3.3972 -1.6941 -0.037 -0.152 -0.103 -0.776
C 5.2721 -2.7395 -1.6277 0.042 -0.231 -0.068 -0.474
C 5.2798 -1.4153 -1.2470 0.041 0.285 0.040 -0.736
C 4.0795 -0.8155 -0.9181 -0.222 0.086 0.030 -0.106
N 2.9023 -1.4553 -0.9412 0.039 0.080 -0.242 -0.098
H 2.2228 -4.7179 -2.8073 0.082 -0.020 -0.140 0.203
H 1.1638 -6.4733 -3.9232 -0.065 0.012 0.044 0.345
H -0.9102 -7.7387 -4.3635 0.003 0.036 0.057 0.369
H -2.9561 -7.2577 -3.0401 0.037 0.035 0.011 0.378
H -2.9057 -5.4722 -1.3168 0.112 -0.032 -0.095 0.372
H 4.0263 -4.4418 -1.9737 0.032 0.029 0.051 0.443
H 6.1935 -3.2557 -1.8631 -0.025 -0.011 -0.014 0.427
H 6.1997 -0.8489 -1.1906 -0.052 0.007 0.002 0.387
H 4.0370 0.2174 -0.6040 0.011 0.014 0.055 0.421
C 0.5448 4.2933 1.6909 -0.070 0.031 -0.005 -1.082
C -0.9145 4.6528 1.8297 0.073 0.042 -0.035 1.270
C -1.2876 5.7358 2.6270 0.018 -0.008 -0.007 -0.684
C -2.6063 6.1533 2.7367 0.037 -0.020 -0.031 -0.697
C -3.5968 5.4800 2.0355 -0.012 -0.003 0.022 -0.570
C -3.2566 4.3817 1.2631 -0.068 0.005 0.026 -0.759
C -1.9325 3.9611 1.1557 -0.066 -0.151 -0.039 0.102
N -1.6709 2.8349 0.3269 0.254 0.094 0.147 0.196
C -0.8668 1.7460 0.6506 -0.008 0.124 0.256 0.114
N -0.7655 1.5554 1.9936 0.156 -0.408 -0.131 0.138
C -0.0157 0.6686 2.8410 -0.118 0.199 -0.220 0.862
C 0.8956 -0.2912 2.3777 -0.208 0.075 -0.039 -0.768
C 1.5087 -1.0723 3.3773 -0.108 0.185 0.019 -0.468
C 1.2395 -0.9151 4.7319 0.021 -0.004 -0.156 -0.922
C 0.3435 0.0623 5.1400 0.018 0.006 0.059 -0.683
C -0.2880 0.8703 4.2083 -0.050 0.065 0.031 0.834
C -1.2535 1.9394 4.6739 0.014 -0.032 0.034 -1.372
N -0.3332 0.9993 -0.2485 -0.196 0.108 -0.480 -0.110
C -0.4393 1.3611 -1.6107 0.053 0.052 0.141 -0.974
C 0.4295 2.3076 -2.1581 0.000 0.019 -0.073 0.022
C 0.3806 2.6211 -3.5101 -0.037 -0.038 0.031 -0.777
C -0.5383 1.9829 -4.3351 0.019 -0.014 0.111 -0.619
C -1.3979 1.0356 -3.7914 -0.012 -0.039 0.046 -0.800
C -1.3667 0.7101 -2.4361 -0.056 -0.074 -0.025 1.348
C -2.2812 -0.3335 -1.8483 0.010 0.022 -0.015 -1.067
H 1.1647 5.1627 1.9127 -0.033 -0.020 -0.015 0.559
H 0.7736 3.9588 0.6772 -0.033 -0.002 0.027 -0.004
H 0.8400 3.4867 2.3666 -0.036 0.033 -0.017 0.217
H -0.5087 6.2780 3.1551 -0.057 -0.037 -0.037 0.404
H -2.8564 7.0074 3.3553 0.024 -0.057 -0.029 0.399
H -4.6324 5.7937 2.1049 0.080 -0.019 -0.012 0.382
H -4.0218 3.8226 0.7346 0.058 0.027 0.036 0.459
H -1.9551 2.8852 -0.6354 0.010 0.051 -0.117 0.335
H -1.3728 2.1700 2.5023 -0.071 0.013 0.076 -0.150
H 2.2231 -1.8301 3.0794 -0.024 0.004 -0.010 0.366
H 1.7276 -1.5474 5.4670 -0.022 0.042 -0.062 0.365
H 0.1304 0.2086 6.1957 0.022 -0.017 -0.088 0.311
H -1.2585 1.9950 5.7633 0.001 -0.023 -0.066 0.380
H -2.2850 1.7369 4.3541 0.112 0.016 0.018 0.361
H -0.9840 2.9367 4.3018 -0.020 -0.082 0.062 0.229
H 1.1577 2.7806 -1.5067 -0.051 -0.024 -0.029 0.376
H 1.0623 3.3599 -3.9178 -0.039 -0.052 0.025 0.408
H -0.5804 2.2138 -5.3928 -0.005 -0.004 0.045 0.409
H -2.1122 0.5267 -4.4336 0.059 0.045 0.060 0.380
H -2.8746 -0.8158 -2.6279 0.039 0.038 0.039 0.432
H -2.9699 0.0999 -1.1152 0.065 -0.014 -0.052 0.220
H -1.7081 -1.1000 -1.3176 -0.033 0.086 -0.062 0.110
```
Positions in Å, forces in eV/Å.

Here is a molecular structure, C34H31Cl4FGeN5O6W at a distorted geometry from the Open Molecules 2025 dataset. Energies are from ωB97M-V/def2-TZVPD.

Results
Energy above the lowest of the compared OMol25 structures with the same formula, charge and spin = 30.280 eV
LUMO (alpha / beta) = -5.856 / -5.898 eV
Kohn-Sham gap (alpha / beta) = 5.544 / 5.477 eV
Molar mass = 1022.9 g mol⁻¹
DFT total energy = -166610.6510 eV
Strongest force on any atom = 12.78 eV Å⁻¹
Expectation value of S² = 1.143
Multiplicity = 2
Charge = +2

XYZ file:
```
83
Properties=species:S:1:pos:R:3:forces:R:3:lowdin_spin:R:1
W 1.6867 2.5913 -0.3532 0.633 -2.802 0.078 1.255
Cl 5.0182 6.3931 0.5030 -0.241 0.135 -0.286 -0.012
C 2.6601 5.0252 0.1510 -9.120 8.028 -0.360 -0.006
C 2.1416 5.5413 1.4288 2.882 -4.481 2.858 -0.158
C 2.6770 4.4714 2.4942 -1.758 4.669 -5.707 0.043
C 3.0513 3.4267 1.5809 -5.139 -4.146 10.937 -0.111
O 2.4208 2.2542 1.8848 1.467 1.149 -3.011 -0.038
C 4.2274 2.5292 -0.1068 2.328 -4.620 -0.532 -0.015
C 4.5546 1.4189 -0.7814 -4.776 -1.812 -1.022 0.007
N 3.3081 0.9495 -1.2987 2.310 1.018 0.212 0.013
C 3.4017 0.3142 -2.5604 -0.091 0.127 0.019 0.000
C 4.5597 0.3464 -3.3097 -0.121 0.064 -0.021 0.002
C 4.6610 -0.3092 -4.5529 0.067 -0.068 0.052 0.000
C 3.5942 -0.9738 -5.0750 -0.001 -0.016 -0.057 0.001
C 2.3577 -0.9571 -4.3879 0.045 0.076 0.074 0.000
C 1.1933 -1.5573 -4.9167 0.010 -0.068 -0.041 0.000
C 0.0139 -1.4661 -4.2404 -0.088 -0.021 0.064 0.000
C -0.0019 -0.7636 -3.0174 0.145 0.074 -0.120 0.000
N 1.0574 -0.2035 -2.4965 0.067 -0.145 0.338 0.000
C 2.2425 -0.2964 -3.1412 -0.086 -0.150 -0.124 0.000
C 4.9044 4.6929 0.4354 3.128 2.319 0.170 -0.070
H 1.5839 6.4504 1.5864 -0.047 -0.018 0.007 -0.010
H 2.4983 4.3797 3.5505 -0.220 0.004 -0.039 0.004
H 5.4963 0.8870 -0.8160 0.166 0.279 -0.307 0.000
H 5.4030 0.9372 -2.9757 0.055 -0.060 -0.024 0.001
H 5.5966 -0.2660 -5.0940 0.004 0.001 0.007 0.000
H 3.6680 -1.4812 -6.0283 -0.023 0.008 -0.005 0.000
H 1.2555 -2.0860 -5.8602 0.003 0.033 -0.017 0.000
H -0.8944 -1.9103 -4.6243 0.006 0.004 -0.013 0.000
H -0.9269 -0.6498 -2.4569 -0.028 0.005 -0.046 0.000
H 5.9198 4.3308 0.5562 -0.311 -0.949 -0.165 -0.005
C -4.8958 0.3511 2.2831 0.071 0.013 0.024 0.000
C -3.7448 0.4257 3.2758 -0.102 -0.045 -0.012 0.000
N -2.4410 0.4786 2.5884 0.020 0.102 0.091 0.005
C -1.8521 1.6714 2.4362 -0.001 -0.086 -0.081 0.002
C -0.7959 1.9066 1.5932 0.253 -0.025 0.141 0.003
C -0.2771 3.3284 1.5622 -0.339 -0.261 -0.126 0.009
O -0.4186 4.0599 2.5013 -0.195 0.025 -0.021 -0.001
O 0.2685 3.7146 0.4009 0.166 -0.625 0.609 0.033
C -0.2591 0.8176 0.8666 -0.259 0.563 0.171 0.009
O 0.6593 0.9239 -0.0128 -0.016 -0.053 0.648 0.021
C -0.7796 -0.4897 1.1496 -0.119 -0.073 -0.017 0.000
C -0.1837 -1.6248 0.5818 0.128 0.041 0.006 0.001
C -0.6861 -2.8585 0.8498 -0.033 -0.036 0.008 0.001
F -0.0467 -3.9340 0.3517 -0.015 -0.024 0.036 0.000
C -1.8385 -3.0514 1.6449 0.007 0.087 -0.156 0.002
C -2.4157 -1.9265 2.2060 -0.029 -0.004 0.075 0.000
C -1.8877 -0.6443 1.9926 -0.025 -0.068 -0.009 0.001
N -2.4312 -4.3127 1.8395 0.006 -0.062 0.052 0.001
C -2.7349 -4.7601 3.1881 0.071 -0.020 -0.153 0.000
C -3.9784 -5.6319 3.1773 0.039 0.188 0.224 0.000
N -3.7387 -6.8022 2.2654 -0.085 0.118 -0.070 0.000
C -3.3855 -6.3267 0.8821 0.167 0.080 -0.213 0.000
C -2.1577 -5.4325 0.9532 -0.096 0.078 0.106 0.000
H -5.8409 0.3110 2.8230 -0.008 -0.010 -0.015 0.000
H -4.8190 -0.5288 1.6443 -0.033 -0.001 -0.001 0.000
H -4.9042 1.2348 1.6455 -0.015 -0.008 -0.011 0.000
H -3.7528 -0.4143 3.9684 0.066 0.026 0.036 0.000
H -3.8255 1.3329 3.8698 0.067 -0.025 0.052 0.000
H -2.2577 2.4911 3.0151 -0.071 0.024 -0.084 0.000
H 0.7027 -1.5160 -0.0318 -0.050 0.035 -0.066 0.000
H -3.2993 -2.0517 2.8134 -0.048 0.022 -0.066 0.000
H -2.9069 -3.9135 3.8468 -0.004 -0.017 0.023 0.000
H -1.8919 -5.3349 3.6038 0.000 0.040 0.060 0.000
H -4.8312 -5.0826 2.7826 -0.022 -0.071 -0.054 0.000
H -4.2154 -5.9993 4.1740 0.020 -0.118 -0.040 0.000
H -4.5633 -7.4039 2.2351 0.025 -0.036 0.012 0.000
H -2.9652 -7.3621 2.6338 -0.044 -0.057 0.009 0.000
H -4.2421 -5.7748 0.4995 -0.056 -0.035 0.072 0.000
H -3.2001 -7.1909 0.2471 -0.030 -0.077 0.096 0.000
H -1.9493 -5.0801 -0.0519 0.000 -0.035 -0.016 0.000
H -1.2919 -6.0193 1.2913 0.032 0.007 -0.065 0.000
C -0.7736 4.1512 -3.2505 0.233 -0.064 -0.191 0.002
C -0.3872 3.1257 -2.2292 0.068 -0.366 -0.212 0.008
O -1.1836 2.5642 -1.5206 -0.111 -0.068 -0.143 0.008
O 0.9486 2.8315 -2.1672 -0.485 0.664 0.508 0.070
H -1.1065 3.6310 -4.1507 -0.008 -0.003 0.006 0.000
H 0.0661 4.7856 -3.5221 -0.019 0.023 -0.002 0.000
H -1.6052 4.7409 -2.8743 0.000 -0.015 0.025 0.000
Cl 3.5701 3.8360 0.2092 6.991 1.518 -1.739 -0.092
Ge 3.7204 3.9300 -2.0634 1.477 0.119 -4.121 -0.001
Cl 5.5671 4.9805 -2.6894 -0.199 -0.062 0.115 0.025
Cl 1.9286 5.8240 -1.4063 1.342 0.034 1.560 -0.007
```
Positions in Å, forces in eV/Å.